(1)
Below is a structure of composition C7H20ClEuHoSi, with properties calculated with ωB97M-V with the def2-TZVPD basis set.

Computed properties:
2S+1: 11
HOMO energy (spin up / spin down): -0.98 / -3.71 eV
Molecular weight: 484.67 g mol⁻¹
Expectation value of S²: 30.019
Charge: -1
Orbital gap (spin up / spin down): 3.80 / 5.99 eV

Last column: Löwdin charge in e.
Atoms and positions in Å:
Ho -0.2943 0.2045 -0.0971  0.543
Cl 0.3430 -2.1376 -1.0255  -0.139
C -0.6843 -0.7762 1.8556  -0.405
H -1.5008 -0.1609 2.3452  -0.028
H 0.1909 -0.7373 2.5371  -0.030
H -1.0322 -1.8152 1.8085  -0.056
Eu 2.6110 -0.7351 -1.0378  1.395
C 2.9528 0.1133 -3.3427  -0.372
C 4.5798 -1.7157 0.0836  -0.377
C 1.5606 1.2194 0.3661  -0.597
H 4.6327 -0.9469 0.8636  -0.073
H 4.0513 -2.6430 0.2702  -0.090
H 5.1917 -1.5988 -0.8249  -0.080
H 2.7843 1.1799 -3.1536  -0.073
H 3.9962 -0.2551 -3.3650  -0.078
H 2.1692 -0.4900 -3.7872  -0.090
H 2.2055 1.2062 1.2749  -0.112
H 1.9461 1.9892 -0.3473  -0.131
C -2.7543 -0.4288 -2.7119  -0.265
Si -2.8562 -0.5318 -0.8565  0.373
C -3.7361 0.9210 -0.0901  -0.279
C -3.3536 -2.1854 -0.1837  -0.242
H -2.3782 0.5547 -3.0604  0.019
H -3.8006 -0.5685 -3.0436  0.023
H -2.1061 -1.2249 -3.1244  0.023
H -4.7848 0.7796 -0.4132  0.019
H -3.6834 0.9104 1.0174  0.026
H -3.3637 1.8987 -0.4593  0.014
H -4.3964 -2.3180 -0.5307  0.025
H -2.6953 -2.9871 -0.5754  0.026
H -3.2961 -2.1974 0.9225  0.031

(2)
Below is a cluster of 2 separate species, C7H20N2 in total, with properties calculated with ωB97M-V with the def2-TZVPD basis set.

Computed properties:
2S+1: 1
HOMO energy: -8.63 eV
SMILES: CC[C@@H](C)N.CC(C)N
Molecular weight: 132.25 g mol⁻¹
Orbital gap: 9.59 eV
Relative energy (zero: lowest compared OMol25 entry of this formula, charge and spin): 41.4 kcal/mol

Last column: Löwdin charge in e.
Atoms and positions in Å:
C -1.8762 -0.2860 1.1601  -0.393
C -1.7011 0.0717 -0.6465  -0.186
C -1.6235 -1.7725 1.2931  -0.085
C -2.2945 1.4567 -0.8864  -0.142
N -1.0271 0.5681 1.8593  0.006
H -2.9228 -0.0333 1.3360  0.116
H -0.3049 0.1064 2.4261  0.087
H -0.4683 1.2121 1.3147  0.056
H -2.4597 -0.6404 -0.9917  0.072
H -0.9856 -0.1957 -1.4269  0.066
H -1.6380 -2.0839 2.3396  0.075
H -2.4054 -2.3383 0.7908  0.073
H -0.6519 -2.0004 0.8486  0.067
H -2.3477 2.0488 0.0272  0.061
H -1.7219 2.0538 -1.5961  0.059
H -3.3235 1.4017 -1.2467  0.066
C 1.7139 0.1424 -0.2211  -0.508
C 1.7431 0.2701 -1.7559  -0.110
C 2.4882 -1.1199 0.1528  -0.094
N 2.3464 1.3105 0.4137  0.018
H 0.4354 0.0631 -0.0776  0.134
H 2.3656 2.1772 -0.1215  0.067
H 3.3263 1.0826 0.5755  0.061
H 3.4731 -1.1430 -0.3299  0.077
H 1.1203 1.1250 -2.0278  0.068
H 2.7630 0.3022 -2.1569  0.079
H 1.2150 -0.6023 -2.1482  0.067
H 1.9641 -2.0402 -0.1033  0.073
H 2.7978 -1.1366 1.1987  0.071

(3)
Below is the molecule C7H20N2P2, with properties calculated with ωB97M-V with the def2-TZVPD basis set.

Computed properties:
2S+1: 1
HOMO energy: -8.03 eV
SMILES: C=P(C)(C)N(C)P(C)(C)=NC
Molecular weight: 194.20 g mol⁻¹
Orbital gap: 8.74 eV

Last column: Löwdin charge in e.
Atoms and positions in Å:
C 1.7313 0.9174 0.8516  -0.280
C -2.9065 0.3339 -1.1868  -0.230
C 0.0237 -1.4783 -1.8279  -0.228
C 1.7845 -2.2850 0.5079  -0.130
C -1.0704 0.3969 2.5317  -0.158
C -0.8263 2.4569 0.4089  -0.182
C 2.9736 -1.3112 -2.1153  -0.246
N 0.7341 0.1408 0.1926  -0.455
N -2.1902 -0.0919 0.0063  -0.305
P 1.6132 -1.1062 -1.0331  0.808
P -0.9428 0.6455 0.6238  0.703
H 1.8968 1.9111 0.3152  0.076
H 2.7431 0.2519 0.6804  0.103
H 1.6679 1.0859 1.8890  0.038
H -3.3096 1.3061 -1.0691  0.038
H -3.7683 -0.3772 -1.4098  0.088
H -2.2210 0.2594 -1.9838  0.026
H -0.7043 -1.1806 -1.1454  -0.049
H 0.0914 -0.8459 -2.7721  0.073
H 0.2270 -2.5669 -2.0968  0.073
H 1.5762 -1.6598 1.2937  -0.014
H 1.0551 -3.0736 0.5887  0.052
H 2.6926 -2.7113 0.4836  -0.013
H -1.8518 1.1502 2.6553  0.026
H -1.4661 -0.5928 2.6688  0.021
H -0.1464 0.5334 3.1588  0.048
H 0.1630 2.6779 0.0055  0.014
H -1.4602 2.8833 -0.4112  0.058
H -1.0071 2.9632 1.3685  0.049
H 3.2809 -0.8479 -3.1016  -0.002
H 3.9675 -1.6492 -1.6768  -0.005

(4)
Below is a structure of composition C7H20N5Ru, with properties calculated with ωB97M-V with the def2-TZVPD basis set.

Computed properties:
2S+1: 5
HOMO energy (spin up / spin down): -10.34 / -12.61 eV
Molecular weight: 275.34 g mol⁻¹
Expectation value of S²: 6.007
Charge: +1
Orbital gap (spin up / spin down): 7.05 / 7.80 eV

Last column: Löwdin charge in e.
Atoms and positions in Å:
C -2.7327 2.2282 -2.0015  -0.057
Ru 1.3643 0.0294 -1.9047  0.984
N 1.2821 -1.2462 -3.4760  -0.092
H 0.4690 1.1105 -2.5548  -0.093
H 2.1680 -1.4976 -3.9048  0.077
H -3.4552 1.4320 -1.9540  0.009
H -2.8964 2.9148 -2.8494  0.031
H -1.7302 1.7587 -2.0854  -0.038
H -2.7732 2.8501 -1.0907  0.024
H 0.8374 -2.1180 -3.2168  0.070
H 0.7209 -0.8004 -4.2014  0.068
C 0.3640 1.2766 0.6523  -0.158
N 0.3397 0.0065 -0.1211  -0.302
C -0.9335 -0.6881 0.2017  -0.137
N -0.9682 -1.0299 1.6436  -0.071
C -0.8469 0.2218 2.4234  -0.149
N 0.3789 0.9983 2.1100  -0.069
C 1.5384 0.1265 2.4143  -0.159
N 1.5091 -1.1778 1.7360  -0.068
C 1.4973 -0.8807 0.2537  -0.251
C 0.2196 -1.8575 1.9746  -0.154
H -0.5760 1.8012 0.4319  0.128
H 1.2579 1.8267 0.3537  0.116
H -0.9728 -1.5933 -0.4056  0.128
H -1.7353 0.0295 -0.0106  0.127
H -0.7705 -0.0735 3.4768  0.133
H -1.7272 0.8491 2.2296  0.137
H 2.4566 0.6583 2.1283  0.135
H 1.5182 -0.0769 3.4901  0.135
H 1.3869 -1.8730 -0.2049  0.118
H 2.4494 -0.3576 0.0547  0.113
H 0.1741 -2.0773 3.0465  0.136
H 0.1862 -2.7706 1.3604  0.132

(5)
Below is a cluster of 3 separate species, C7H20O3 in total, with properties calculated with ωB97M-V with the def2-TZVPD basis set.

Computed properties:
2S+1: 1
HOMO energy: -10.06 eV
SMILES: CC(C)O.CC(C)O.CO
Molecular weight: 152.23 g mol⁻¹
Orbital gap: 10.79 eV
Relative energy (zero: lowest compared OMol25 entry of this formula, charge and spin): 27.6 kcal/mol

Last column: Löwdin charge in e.
Atoms and positions in Å:
C -1.2699 0.7707 0.7283  -0.169
O -2.2856 0.1241 -0.0104  -0.119
H -0.3550 0.9826 0.1749  0.065
H -1.7075 1.6534 1.1946  0.082
H -0.9429 0.0805 1.5060  0.067
H -2.6783 0.8294 -0.5300  0.035
C 2.5187 -1.7898 1.8279  -0.059
C 3.2214 -1.2133 3.0255  -0.493
C 2.7281 -1.6179 4.4285  -0.047
O 4.6410 -1.4531 2.9933  -0.067
H 2.7718 -1.5692 0.7908  0.083
H 1.4775 -1.5075 1.9836  0.065
H 2.3691 -2.8573 1.9894  0.082
H 3.1083 -0.1292 3.0401  0.123
H 2.8108 -2.6772 4.6713  0.079
H 1.6751 -1.3396 4.4702  0.077
H 3.3430 -1.0701 5.1426  0.080
H 5.0383 -1.2306 2.1481  0.079
C -1.1710 2.1299 -2.9827  -0.037
C -2.5439 1.4672 -3.3390  -0.478
C -2.3561 0.0010 -3.6734  -0.071
O -3.5724 1.4013 -2.3721  -0.060
H -0.5688 2.1664 -3.8905  0.079
H -0.6067 1.4963 -2.2984  0.063
H -1.3917 3.1362 -2.6267  0.079
H -2.8292 2.0567 -4.2103  0.127
H -1.8314 -0.5326 -2.8809  0.081
H -1.9157 -0.1561 -4.6581  0.078
H -3.3050 -0.5312 -3.7397  0.077
H -4.3720 1.3791 -2.9029  0.099

(6)
Below is a cluster of 3 separate species, C7H20O3 in total, with properties calculated with ωB97M-V with the def2-TZVPD basis set.

Computed properties:
2S+1: 1
HOMO energy: -9.52 eV
SMILES: CC(C)O.CC(C)O.CO
Molecular weight: 152.23 g mol⁻¹
Orbital gap: 10.21 eV
Relative energy (zero: lowest compared OMol25 entry of this formula, charge and spin): 0.0 kcal/mol

Last column: Löwdin charge in e.
Atoms and positions in Å:
C -0.9809 -2.7012 -1.7181  -0.054
C -1.8106 -1.7574 -0.8594  -0.488
C -3.2864 -2.0850 -0.9538  -0.057
O -1.3603 -1.7845 0.5028  -0.064
H -1.1012 -3.7335 -1.3746  0.083
H 0.0781 -2.4397 -1.6886  0.068
H -1.2783 -2.6580 -2.7681  0.085
H -1.6413 -0.7461 -1.2295  0.135
H -3.4633 -3.1588 -0.8631  0.081
H -3.6844 -1.7775 -1.9230  0.085
H -3.8254 -1.5315 -0.1853  0.084
H -1.5580 -2.6534 0.8657  0.101
C 2.2727 1.2351 -0.8045  -0.048
C 1.5730 0.1613 0.0052  -0.480
C 2.2239 -0.0478 1.3554  -0.050
O 0.2117 0.5753 0.1811  -0.075
H 3.3067 0.9479 -0.9960  0.083
H 2.3018 2.1802 -0.2509  0.075
H 1.7526 1.4276 -1.7415  0.085
H 1.5714 -0.7753 -0.5693  0.128
H 1.6479 -0.7400 1.9753  0.080
H 2.2349 0.9097 1.8872  0.078
H 3.2366 -0.4474 1.3002  0.082
H -0.2934 -0.1682 0.5372  0.059
C 0.4236 3.9003 1.7564  -0.181
O -0.5044 3.1929 0.9702  -0.126
H 1.4179 3.4322 1.7621  0.064
H 0.5651 4.9093 1.3556  0.073
H 0.0749 3.9706 2.7908  0.073
H -0.1047 2.3629 0.6804  0.021